(1)
14
Properties=species:S:1:pos:R:3:forces:R:3:lowdin_charge:R:1 method="wB97M-V/def2-TZVPD" e_tot_ha=-833.56083 largest_force_ha_per_bohr=0.0689 e_lumo_ev="3.9 / 3.9" total_charge=-1
C -0.0430 -0.7382 -0.9327 -1.70 1.83 1.34 -0.508
C -1.4567 -0.5758 -0.2615 0.47 0.92 -2.89 -0.151
N 0.4890 -1.8240 -0.2593 3.24 -1.43 0.05 -0.075
O 2.2976 0.4289 -0.9604 0.27 0.54 1.05 -0.377
O 0.3288 1.8992 -1.0235 -0.11 1.43 0.61 -0.361
O 0.0729 2.0575 1.7298 -0.12 -0.38 2.92 -0.180
O 0.8179 0.8410 1.6420 0.68 -0.10 -1.77 -0.352
S 0.9430 0.7025 -0.5166 -0.44 -2.51 -1.15 0.744
H -1.9413 -1.4883 -0.6080 -0.37 -0.06 0.52 0.054
H -1.4726 -0.4100 0.8067 0.15 -0.20 0.40 0.055
H -1.9461 0.2634 -0.7885 -0.11 -0.24 0.52 0.059
H 0.3549 -1.6476 0.7232 -0.03 -0.46 0.84 0.049
H 1.5384 -1.7998 -0.3908 -1.46 -0.50 0.06 0.084
H 0.0171 2.2913 0.8397 -0.46 1.17 -2.52 -0.041

(2)
11
Properties=species:S:1:pos:R:3:forces:R:3:lowdin_charge:R:1 method="wB97M-V/def2-TZVPD" e_tot_ha=-607.63344 largest_force_ha_per_bohr=0.0835 e_lumo_ev=-5.0 total_charge=+1
C 0.9384 0.2073 -0.2442 1.75 1.52 1.37 -0.363
C -0.4071 -0.4136 -0.5023 2.92 -1.27 0.26 -0.250
N -1.3782 0.0183 0.5122 -1.41 1.62 -2.41 0.194
O 3.3787 0.5340 0.0987 1.45 0.29 0.54 -0.505
S 2.4399 -0.5524 0.1246 -3.76 1.52 -1.40 0.983
H 1.0108 1.4184 -0.0609 -0.08 -3.12 -0.91 0.145
H -0.2751 -1.5145 -0.4296 -0.49 0.59 -0.26 0.146
H -0.8686 -0.1448 -1.4344 0.32 0.06 -0.73 0.126
H -2.2166 0.0091 -0.1067 -0.34 -0.22 1.73 0.193
H -1.2271 1.0073 0.7399 0.07 -0.25 0.42 0.176
H -1.3951 -0.5691 1.3026 -0.41 -0.74 1.40 0.157

(3)
10
Properties=species:S:1:pos:R:3:forces:R:3:lowdin_charge:R:1 method="wB97M-V/def2-TZVPD" e_tot_ha=-532.73575 largest_force_ha_per_bohr=0.0489 e_lumo_ev=4.1 total_charge=-1
S 2.0033 0.8904 2.1646 -0.12 -0.73 0.38 -0.180
H 2.2570 2.0778 1.6667 0.15 0.74 -0.38 -0.488
C -1.0205 0.1336 -1.4843 0.49 -1.13 2.19 -0.042
C -0.8585 -0.2823 -0.1772 -0.75 -0.48 -2.35 -0.323
N 0.0817 -1.1349 0.4275 -0.17 1.05 0.64 -0.042
H -0.4735 -0.3541 -2.2968 0.13 0.54 0.27 0.026
H -1.6699 0.9775 -1.6836 -0.32 -0.39 -0.16 0.014
H -1.6115 -0.0370 0.5721 0.31 1.06 -0.13 0.084
H 0.7173 -0.4022 0.8627 0.15 -1.14 0.32 -0.098
H 0.5746 -1.8687 -0.0517 0.13 0.47 -0.78 0.050

(4)
10
Properties=species:S:1:pos:R:3:forces:R:3:lowdin_charge:R:1 method="wB97M-V/def2-TZVPD" e_tot_ha=-532.76926 largest_force_ha_per_bohr=0.0241 e_lumo_ev=4.4 smiles=NCC[S-] total_charge=-1
N -0.4792 0.3386 -1.3883 -0.10 0.00 0.09 -0.072
C 0.1848 0.6931 -0.1289 -0.08 -0.64 0.16 -0.412
C 0.3025 -0.4573 0.9031 -0.87 0.70 -0.12 -0.789
S -1.2187 -1.4439 1.0879 -0.06 0.10 0.10 0.069
H 0.0401 -0.4320 -1.8027 0.10 0.04 0.01 0.042
H -1.3386 -0.1248 -1.0887 -0.10 -0.03 0.00 -0.022
H -0.3773 1.4943 0.3529 0.00 0.20 -0.17 0.082
H 1.1876 1.0318 -0.3890 0.17 0.34 0.13 0.079
H 1.0984 -1.0929 0.6023 0.92 -0.75 -0.36 0.001
H 0.6003 -0.0068 1.8515 0.02 0.03 0.16 0.022

(5)
10
Properties=species:S:1:pos:R:3:forces:R:3:lowdin_charge:R:1 method="wB97M-V/def2-TZVPD" e_tot_ha=-532.35845 largest_force_ha_per_bohr=0.1243 e_lumo_ev=-4.1 total_charge=+1
C 0.1536 1.0888 0.0812 3.06 5.53 0.97 -0.455
C 0.3543 -1.1166 0.1013 -0.37 -1.42 -0.12 -0.384
N -0.7073 -0.0509 -0.1012 -1.57 -1.30 -2.85 -0.059
S 1.6707 0.0965 -0.1020 0.43 -0.09 -0.98 0.905
H 0.2392 2.3982 -0.7128 -1.01 -4.35 2.21 0.268
H 0.2761 1.3857 1.1520 -1.20 0.16 -0.96 0.080
H 0.3977 -1.6600 1.0827 -0.65 0.92 -0.70 0.123
H 0.1390 -1.8405 -0.6978 0.80 -0.03 0.33 0.106
H -1.6094 -0.2705 0.3575 0.40 1.01 0.25 0.201
H -0.9140 -0.0306 -1.1609 0.11 -0.44 1.86 0.214

(6)
11
Properties=species:S:1:pos:R:3:forces:R:3:lowdin_charge:R:1 method="wB97M-V/def2-TZVPD" e_tot_ha=-1738.04300 largest_force_ha_per_bohr=0.1040 e_lumo_ev="-5.4 / -7.4" total_charge=+1 spin_multiplicity=4
O 3.1248 0.0982 0.8575 -1.56 1.14 1.36 -0.092
Ni 1.8352 0.9460 1.7919 1.40 -1.14 -1.47 0.827
C -0.1465 0.1795 -0.2481 -4.38 2.97 -0.78 -0.182
C -0.8121 -1.0806 -0.7238 0.06 -1.25 -0.74 -0.096
H 0.7772 0.2713 -0.8372 -0.76 1.29 -0.10 0.123
H -1.2684 0.5792 -0.2485 2.61 1.51 -1.62 0.148
H -0.0904 -1.8101 -1.1107 -0.44 -0.39 0.53 0.080
H -1.5697 -1.4449 -0.0141 0.08 -0.28 -0.70 0.100
H -1.3067 -0.5561 -1.6827 0.85 -1.75 2.00 0.155
O 0.0907 1.1402 0.9410 2.64 -1.71 1.94 -0.175
H -0.6339 1.6774 1.2747 -0.50 -0.40 -0.43 0.112

(7)
9
Properties=species:S:1:pos:R:3:forces:R:3:lowdin_charge:R:1 method="wB97M-V/def2-TZVPD" e_tot_ha=-154.85202 largest_force_ha_per_bohr=0.0608 e_lumo_ev=0.5
C 0.7925 -0.7646 0.0106 1.13 1.84 -1.66 -0.020
C -1.0369 0.5317 0.6116 -0.70 -0.35 0.00 -0.098
O 0.2942 0.7093 -0.3038 0.09 -2.97 0.96 -0.189
H 1.0703 -0.7873 1.0511 -0.19 0.36 0.05 0.075
H 0.1052 -1.5718 -0.2269 -0.44 0.63 -0.07 0.081
H 1.6687 -0.7919 -0.6459 0.13 -0.37 0.12 0.077
H -1.1870 1.5436 0.9088 -0.27 1.07 0.20 -0.040
H -1.7997 0.3016 -0.1542 0.13 0.12 0.03 -0.015
H 0.0926 0.8294 -1.2513 0.12 -0.32 0.36 0.130

(8)
9
Properties=species:S:1:pos:R:3:forces:R:3:lowdin_charge:R:1 method="wB97M-V/def2-TZVPD" e_tot_ha=-154.96174 largest_force_ha_per_bohr=0.1204 e_lumo_ev=0.9 smiles="C=O.C"
C -2.1934 -1.5631 0.0888 0.27 0.48 0.65 -0.146
O -2.6474 -0.4658 0.1759 0.28 1.46 0.77 0.004
H -2.7149 -2.1636 -0.5856 -0.45 -2.13 -1.33 0.052
H -1.3327 -1.9522 0.6697 -0.10 0.20 -0.09 0.087
C 1.7457 1.2661 0.0332 1.75 -4.34 -4.05 -0.060
H 1.3449 0.2172 0.1882 -0.95 1.93 0.58 0.031
H 1.5299 1.4868 -1.0881 1.05 -1.07 1.22 0.047
H 2.8128 0.9782 0.2165 -0.54 1.26 -0.46 0.025
H 1.4549 2.1965 0.3012 -1.32 2.21 2.72 -0.041

(9)
9
Properties=species:S:1:pos:R:3:forces:R:3:lowdin_charge:R:1 method="wB97M-V/def2-TZVPD" e_tot_ha=-155.01843 largest_force_ha_per_bohr=0.0253 e_lumo_ev=1.1 smiles=CCO
C 0.6866 0.2351 0.5239 -0.87 -0.41 -0.32 -0.081
C -0.1999 -0.3377 -0.5845 1.26 0.21 -0.27 -0.351
O -1.5246 0.0936 -0.5360 -0.64 0.38 0.24 -0.064
H 0.3527 1.2423 0.7777 0.39 0.18 -0.16 0.074
H 0.5353 -0.3871 1.4041 0.30 0.06 0.22 0.072
H 1.7171 0.1967 0.1870 0.19 0.20 0.32 0.073
H -0.1397 -1.4009 -0.5270 -0.24 -1.12 0.26 0.092
H 0.2354 -0.1501 -1.5694 -0.24 0.59 -0.08 0.108
H -1.6629 0.5079 0.3243 -0.14 -0.10 -0.22 0.079

(10)
10
Properties=species:S:1:pos:R:3:forces:R:3:lowdin_charge:R:1 method="wB97M-V/def2-TZVPD" e_tot_ha=-230.22126 largest_force_ha_per_bohr=0.0514 e_lumo_ev=0.8 smiles="C=CO.O"
C 1.8930 -0.2526 -0.1391 0.10 -0.03 2.19 -0.007
C 0.5998 0.0164 0.1312 1.49 1.86 -1.14 -0.280
O -0.0644 1.1827 0.3579 -0.52 -0.34 0.23 -0.001
H 2.0772 -1.3232 -0.1293 0.11 0.05 -0.59 0.037
H 2.7786 0.3306 0.2031 -0.96 -0.01 -0.67 0.056
H -0.1621 -0.6508 -0.0994 -0.82 -1.54 0.03 0.055
H 0.4130 1.9763 0.5611 1.09 0.20 0.08 0.092
O -2.1951 -0.4034 -0.2104 0.82 0.64 0.89 -0.044
H -2.4706 -1.0545 -0.8355 -1.12 -0.22 -0.40 0.035
H -2.8695 0.1785 0.1604 -0.19 -0.62 -0.63 0.058

(11)
10
Properties=species:S:1:pos:R:3:forces:R:3:lowdin_charge:R:1 method="wB97M-V/def2-TZVPD" e_tot_ha=-230.26258 largest_force_ha_per_bohr=0.0556 e_lumo_ev=0.7 smiles="O=CO.C"
O -0.0797 -0.4972 3.0225 0.28 1.31 0.49 0.054
C 0.6695 0.3109 2.5366 0.61 -1.92 -2.02 -0.405
O 0.5214 1.6528 2.4382 -0.52 -0.42 2.18 0.046
H 1.5503 -0.1077 1.9142 -0.91 1.23 0.85 0.157
H -0.0398 1.9056 3.2356 0.54 -0.21 -1.51 0.148
C -0.5339 -0.6938 -2.6238 -0.05 1.78 -0.22 -0.048
H -0.5841 -1.7080 -2.9373 -0.45 -0.57 -0.83 0.003
H -1.1237 -0.5665 -1.7247 0.50 -0.05 0.54 0.012
H 0.5102 -0.4207 -2.5868 0.41 -0.12 0.95 0.008
H -0.8903 0.1247 -3.2747 -0.41 -1.04 -0.43 0.026

(12)
10
Properties=species:S:1:pos:R:3:forces:R:3:lowdin_charge:R:1 method="wB97M-V/def2-TZVPD" e_tot_ha=-230.17036 largest_force_ha_per_bohr=0.0560 e_lumo_ev=0.9 smiles=OCCO
O 1.2032 0.4628 1.1890 -1.17 -0.43 -0.35 -0.080
C 0.5408 0.6941 -0.0610 -1.15 0.78 -1.24 -0.163
C -0.9441 -0.1498 -0.6021 1.78 -0.97 1.11 -0.147
O -0.4203 -1.2299 0.1751 -1.55 -2.41 0.30 -0.180
H 1.7309 -0.3566 1.2152 -0.67 0.34 -0.51 0.100
H 0.3139 1.7345 -0.0103 0.36 0.87 -0.45 0.082
H 1.1857 0.3402 -0.8663 -0.15 0.53 -0.05 0.105
H -2.0737 -0.1637 -0.4206 1.43 1.46 0.41 0.110
H -0.9239 -0.4284 -1.6850 0.77 0.49 0.77 0.095
H -0.6125 -0.9032 1.0661 0.34 -0.65 0.00 0.078

(13)
10
Properties=species:S:1:pos:R:3:forces:R:3:lowdin_charge:R:1 method="wB97M-V/def2-TZVPD" e_tot_ha=-230.22851 largest_force_ha_per_bohr=0.0814 e_lumo_ev=0.9 smiles=OCCO
O 0.6590 0.0450 1.3704 -0.29 -1.88 1.77 -0.071
C 0.8726 0.1484 0.0150 3.43 1.66 -1.72 -0.365
C -0.1692 -0.4795 -0.7414 -3.18 -0.54 1.46 -0.279
O -1.3783 0.3336 -0.7138 0.21 1.57 2.23 -0.123
H 0.4794 -0.9404 1.5870 0.49 2.46 -0.53 0.144
H 0.8404 1.2318 -0.3666 0.31 -1.12 1.20 0.152
H 1.9176 -0.2431 -0.3631 -1.62 0.46 1.00 0.151
H -0.4567 -1.4172 -0.1919 0.43 0.11 -1.11 0.132
H 0.1632 -0.5867 -1.7337 -0.17 -0.51 -1.41 0.106
H -1.4096 0.9132 0.1741 0.38 -2.21 -2.90 0.154

(14)
10
Properties=species:S:1:pos:R:3:forces:R:3:lowdin_charge:R:1 method="wB97M-V/def2-TZVPD" e_tot_ha=-230.09853 largest_force_ha_per_bohr=0.0069 e_lumo_ev=0.4
O -0.3991 -0.9782 -1.0603 -0.02 -0.07 -0.13 -0.172
C 0.1978 0.2951 -0.7858 0.13 0.29 0.16 -0.242
C 0.0132 0.1937 1.1248 0.08 0.16 0.17 -0.205
O -0.5557 -0.9638 1.2100 0.02 0.08 0.09 -0.082
H 0.1021 -0.0564 -1.9307 -0.01 -0.04 -0.09 0.201
H 1.2870 0.3743 -0.7817 -0.15 -0.10 -0.02 0.118
H -0.4137 1.1927 -0.8969 0.02 -0.16 -0.01 0.118
H 1.0556 0.2790 1.4592 -0.16 -0.05 -0.07 0.103
H -0.5929 1.0836 1.3401 0.06 -0.17 -0.04 0.103
H -0.6354 -1.2953 0.0877 0.03 0.05 -0.06 0.057

(15)
10
Properties=species:S:1:pos:R:3:forces:R:3:lowdin_charge:R:1 method="wB97M-V/def2-TZVPD" e_tot_ha=-230.03345 largest_force_ha_per_bohr=0.0719 e_lumo_ev="-0.7 / 0.4"
C 0.9703 0.4595 0.2948 1.02 0.75 -0.22 -0.200
C 0.7167 -0.9214 0.0154 -1.42 -2.82 -1.92 -0.061
O -1.8548 0.8576 0.0058 -0.31 -1.14 -0.42 -0.113
O -1.9298 -0.4920 0.2172 0.66 -0.18 0.74 -0.144
H 1.0950 0.6275 1.4084 -0.17 0.39 -1.52 0.098
H 1.8608 0.8726 -0.3798 -1.82 -0.67 1.59 0.123
H -0.0110 0.8493 -0.1538 1.30 0.76 1.00 0.058
H 0.5054 -1.8410 0.6153 0.49 1.48 0.11 0.072
H 0.5572 -1.1794 -1.0719 0.40 0.32 1.14 0.071
H -1.9098 0.7672 -0.9512 -0.16 1.13 -0.51 0.095

(16)
11
Properties=species:S:1:pos:R:3:forces:R:3:lowdin_charge:R:1 method="wB97M-V/def2-TZVPD" e_tot_ha=-401.23579 largest_force_ha_per_bohr=0.1718 e_lumo_ev=-21.1 total_charge=+3
Tl -1.3012 -0.3963 4.0500 -0.29 -0.07 0.80 1.040
C 0.0394 0.8371 -0.6026 1.91 7.51 4.25 0.090
C 0.2555 -0.6923 -0.6000 -1.97 -5.07 -1.42 -0.007
O -0.6876 -1.2998 0.1362 2.69 1.09 -0.27 0.310
O 0.2626 1.3337 0.7204 -2.69 -2.20 -3.71 0.279
H -0.9974 1.0018 -0.8958 -1.29 -0.89 0.35 0.227
H 0.6430 1.3899 -1.3225 1.16 -0.74 -0.34 0.209
H 1.2783 -0.8524 -0.2587 1.27 1.04 1.25 0.250
H 0.2844 -1.0074 -1.6431 -0.43 -0.08 -0.44 0.201
H -0.9056 -2.0423 -0.4320 -1.84 -1.56 -0.50 0.206
H 1.1285 1.7280 0.8482 1.48 0.97 0.02 0.196

(17)
11
Properties=species:S:1:pos:R:3:forces:R:3:lowdin_charge:R:1 method="wB97M-V/def2-TZVPD" e_tot_ha=-305.53163 largest_force_ha_per_bohr=0.0288 e_lumo_ev=0.8 smiles="CC(=O)O.O"
C -0.6559 1.0402 1.1839 0.20 -1.31 0.65 0.016
C -1.0348 -0.3255 0.6657 0.47 -0.24 0.75 -0.577
O -0.3219 -0.9833 -0.0363 -0.07 -0.02 -0.65 0.099
O -2.1921 -0.8341 1.1648 -0.38 0.67 -0.62 0.083
H -1.1626 1.2247 2.1273 -0.29 0.39 -0.22 0.082
H 0.4050 0.9339 1.4119 0.04 0.45 -0.27 0.089
H -0.8397 1.7611 0.4048 -0.03 0.44 0.00 0.088
H -2.4824 -1.4684 0.4919 0.06 -0.39 0.38 0.120
O 3.3635 0.8944 -2.5301 0.06 0.05 0.15 -0.062
H 3.8556 0.7550 -1.7116 -0.09 -0.02 -0.19 0.033
H 3.8744 0.4526 -3.2141 0.02 -0.02 0.03 0.029

(18)
11
Properties=species:S:1:pos:R:3:forces:R:3:lowdin_charge:R:1 method="wB97M-V/def2-TZVPD" e_tot_ha=-305.50252 largest_force_ha_per_bohr=0.0575 e_lumo_ev=0.7 smiles="COC=O.O"
C 0.9857 -1.9752 1.9739 0.83 0.61 1.54 -0.099
O 0.2712 -2.0825 0.7905 -1.33 0.62 -2.57 -0.094
C 0.1303 -1.0418 -0.0979 2.20 1.51 0.37 -0.290
O 0.6204 0.0845 -0.0067 -1.22 -2.61 0.49 0.041
H 2.0351 -1.6773 1.8106 -0.41 -0.04 -0.07 0.100
H 0.9727 -2.9647 2.4611 -0.08 0.43 -0.36 0.098
H 0.5135 -1.2436 2.6509 0.23 -0.21 -0.21 0.100
H -0.3396 -1.3529 -1.0519 -0.23 -0.31 0.80 0.145
O -1.6579 4.4721 -2.9176 -0.24 -1.19 0.22 -0.091
H -1.3210 3.9300 -2.1687 -0.36 0.54 -0.82 0.046
H -2.2106 3.8513 -3.4443 0.62 0.64 0.60 0.045

(19)
11
Properties=species:S:1:pos:R:3:forces:R:3:lowdin_charge:R:1 method="wB97M-V/def2-TZVPD" e_tot_ha=-305.48581 largest_force_ha_per_bohr=0.0778 e_lumo_ev=0.7 smiles="O=CO.CO"
O -1.5624 0.0429 -0.9749 2.04 -0.05 0.30 0.016
C -0.6886 -0.7044 -1.3861 -1.36 -0.07 -0.12 -0.346
O 0.6598 -0.7407 -1.1282 -2.47 -0.30 -0.87 0.059
H -1.1473 -1.4810 -2.0557 1.73 -0.03 0.19 0.143
H 0.9036 -0.0458 -0.4957 0.14 0.38 0.42 0.053
C 0.0221 0.4606 1.8860 1.01 -2.54 -2.92 -0.059
O 1.2993 0.8217 1.0601 -0.84 0.30 3.63 -0.205
H -0.8868 0.2620 1.2284 1.64 0.50 0.21 0.075
H -0.2688 1.2435 2.5068 0.06 1.21 1.40 0.043
H 0.2567 -0.5390 2.3357 -0.26 1.21 0.21 0.092
H 1.9673 1.0314 1.8235 -1.70 -0.61 -2.45 0.128

(20)
11
Properties=species:S:1:pos:R:3:forces:R:3:lowdin_charge:R:1 method="wB97M-V/def2-TZVPD" e_tot_ha=-305.30837 largest_force_ha_per_bohr=0.0655 e_lumo_ev=-3.6
O -2.0086 0.1381 -0.4797 -1.04 0.88 -0.45 0.179
C -0.8170 -0.1260 -0.3781 -2.00 -2.67 0.47 -0.659
O -0.3355 -1.1780 -1.0513 -0.07 0.56 0.11 0.100
C -0.3932 0.0084 1.1944 0.87 2.17 -0.66 0.086
H -0.1889 0.7924 -0.8793 1.99 0.47 0.63 0.287
H -0.8509 -0.7398 1.8168 -0.05 -0.49 -0.33 0.094
H 0.6740 0.1463 1.1493 0.31 -0.72 0.44 0.053
H -0.7798 0.9989 1.3936 -0.35 0.03 0.45 0.087
H 0.5941 -0.8282 -1.1043 1.59 -0.63 -0.03 0.054
H 2.4633 0.5138 -1.0531 -0.32 0.35 -0.29 -0.007
O 1.6426 0.2741 -0.6083 -0.94 0.05 -0.33 -0.275